The following is a quantum chemistry calculation of C5H12OS2 in the gas phase at a distorted geometry, from the OMol25 dataset.

Bonds (Å) are listed after each position.
Cartesian coordinates (Å):
1 C -3.06 -0.51 0.92  C2 1.541, H9 1.077, H10 1.087, H11 1.088
2 C -2.93 -1.02 -0.53  C1 1.541, S3 1.818, H12 1.081, H13 1.089
3 S -1.80 -0.07 -1.59  C2 1.818, S4 2.033
4 S 0.08 -0.68 -1.11  S3 2.033, C5 1.831
5 C 0.65 0.55 0.12  S4 1.831, C6 1.546, H14 1.079, H15 1.089
6 C 1.88 -0.01 0.86  C5 1.546, C7 1.546, H16 1.093, H17 1.085
7 C 2.97 1.08 1.01  C6 1.546, O8 1.420, H18 1.082, H19 1.089
8 O 3.64 1.11 2.26  C7 1.420, H20 0.968
9 H -2.56 -1.20 1.59  C1 1.077
10 H -4.11 -0.44 1.21  C1 1.087
11 H -2.66 0.50 0.99  C1 1.088
12 H -2.64 -2.06 -0.51  C2 1.081
13 H -3.83 -0.89 -1.12  C2 1.089
14 H -0.19 0.78 0.76  C5 1.079
15 H 0.89 1.46 -0.43  C5 1.089
16 H 2.25 -0.89 0.34  C6 1.093
17 H 1.49 -0.23 1.85  C6 1.085
18 H 3.69 0.92 0.21  C7 1.082
19 H 2.46 2.04 0.91  C7 1.089
20 H 3.64 0.23 2.67  O8 0.968

Lowest unoccupied orbital energy ... 0.78 eV
Gap between HOMO and LUMO ... 0.3545 Ha
Structure (SMILES) ... CCSSCCCO
Highest occupied orbital energy ... -8.86 eV
Electronic energy ... -1069.301798 a.u.
2S+1 ... 1

***

The following is a quantum chemistry calculation of C5H12OSi in the gas phase at a distorted geometry, from the OMol25 dataset.

Bonds (Å) are listed after each position.
Cartesian coordinates (Å):
1 C -2.77 -0.90 0.17  C2 1.482, H8 1.147, H9 1.048, H10 1.183
2 C -2.00 0.22 -0.40  C1 1.482, C3 1.291, H11 1.059
3 C -0.73 0.22 -0.64  C2 1.291, C4 1.562, Si5 2.143
4 C 0.06 1.51 -1.06  C3 1.562, H12 1.045, H13 1.090, H14 1.142
5 Si 0.61 -1.26 0.13  C3 2.143, O6 1.670, H15 1.571, H16 1.425
6 O 2.18 -0.73 -0.08  Si5 1.670, C7 1.420
7 C 2.91 0.21 0.69  O6 1.420, H17 1.087, H18 1.122, H19 1.131
8 H -3.90 -0.74 0.05  C1 1.147
9 H -2.62 -1.88 -0.18  C1 1.048
10 H -2.62 -0.80 1.34  C1 1.183
11 H -2.56 1.12 -0.48  C2 1.059
12 H 1.06 1.27 -0.88  C4 1.045
13 H -0.03 1.93 -2.06  C4 1.090
14 H -0.30 2.29 -0.31  C4 1.142
15 H 0.50 -1.48 1.68  Si5 1.571
16 H 0.88 -2.41 -0.67  Si5 1.425
17 H 3.97 0.23 0.46  C7 1.087
18 H 2.78 -0.08 1.76  C7 1.122
19 H 2.56 1.27 0.47  C7 1.131

Lowest unoccupied orbital energy ... 0.93 eV
Gap between HOMO and LUMO ... 0.3708 Ha
Structure (SMILES) ... C/C=C(/C)[SiH2]OC
Highest occupied orbital energy ... -9.16 eV
Electronic energy ... -562.376205 a.u.
2S+1 ... 1

***

The following is a quantum chemistry calculation of C5H12S in the gas phase at a distorted geometry, from the OMol25 dataset.

Bonds (Å) are listed after each position.
Cartesian coordinates (Å):
1 C -1.19 -1.06 -1.80  C2 1.561, H7 1.066, H8 1.071, H9 1.096
2 C -1.35 -0.29 -0.45  C1 1.561, C3 1.505, H10 1.095, H11 1.082
3 C -0.19 -0.29 0.51  C2 1.505, S4 1.871, C5 1.460, H12 1.052
4 S 0.52 -2.02 0.68  C3 1.871, H13 1.384
5 C 0.91 0.60 0.15  C3 1.460, C6 1.546, H14 1.095, H15 1.142
6 C 1.22 1.68 1.22  C5 1.546, H16 1.122, H17 1.122, H18 1.101
7 H -1.95 -0.78 -2.50  C1 1.066
8 H -1.00 -2.09 -1.57  C1 1.071
9 H -0.22 -0.74 -2.21  C1 1.096
10 H -2.21 -0.79 0.00  C2 1.095
11 H -1.47 0.75 -0.73  C2 1.082
12 H -0.40 -0.14 1.52  C3 1.052
13 H 1.00 -2.14 1.97  S4 1.384
14 H 0.57 1.18 -0.71  C5 1.095
15 H 1.89 0.24 -0.30  C5 1.142
16 H 1.49 1.18 2.19  C6 1.122
17 H 1.97 2.33 0.70  C6 1.122
18 H 0.39 2.39 1.34  C6 1.101

Lowest unoccupied orbital energy ... 0.83 eV
Gap between HOMO and LUMO ... 0.3548 Ha
Structure (SMILES) ... CCC(S)CC
Highest occupied orbital energy ... -8.82 eV
Electronic energy ... -595.846404 a.u.
2S+1 ... 1

***

The following is a quantum chemistry calculation of 2 unconnected molecules or ions with the total composition C5H12S2 at a distorted geometry, from the OMol25 dataset.

Bonds (Å) are listed after each position.
Cartesian coordinates (Å):
1 C -0.97 -1.20 -1.26  C2 1.532, C3 1.539, H8 1.088, H9 1.118
2 C -1.16 -1.69 0.18  C1 1.532, H10 1.095, H11 1.089, H12 1.116
3 C 0.33 -0.47 -1.62  C1 1.539, S4 1.748, H13 1.099, H14 1.146
4 S 1.83 -0.83 -0.79  C3 1.748
5 S -1.19 1.84 0.23  C6 1.767
6 C 0.50 2.02 0.72  S5 1.767, C7 1.545, H15 1.156, H16 1.116
7 C 1.13 0.96 1.65  C6 1.545, H17 1.090, H18 1.104, H19 1.084
8 H -1.04 -2.12 -1.85  C1 1.088
9 H -1.80 -0.52 -1.58  C1 1.118
10 H -2.09 -2.25 0.32  C2 1.095
11 H -0.32 -2.23 0.62  C2 1.089
12 H -1.21 -0.81 0.87  C2 1.116
13 H 0.26 -0.57 -2.71  C3 1.099
14 H 0.09 0.61 -1.34  C3 1.146
15 H 0.57 3.09 1.16  C6 1.156
16 H 1.18 2.13 -0.15  C6 1.116
17 H 2.20 1.00 1.48  C7 1.090
18 H 0.87 1.05 2.72  C7 1.104
19 H 0.80 -0.02 1.33  C7 1.084

Lowest unoccupied orbital energy ... -3.69 eV
Gap between HOMO and LUMO ... 0.1708 Ha
Highest occupied orbital energy ... -8.33 eV
Electronic energy ... -993.906542 a.u.
2S+1 ... 1

***

Energy relative to the best compared isomer or geometry (same formula, charge and spin) (eV)
0.500 2.268 0.969 4.646